Record 1
{"formula": "C30H28N6O4", "method": "ωB97M-V with the def2-TZVPD basis set", "species": ["C", "C", "C", "N", "C", "O", "C", "C", "C", "C", "C", "O", "N", "C", "C", "C", "N", "C", "N", "C", "C", "C", "C", "C", "C", "C", "O", "C", "C", "C", "O", "N", "C", "C", "C", "C", "C", "C", "N", "C", "H", "H", "H", "H", "H", "H", "H", "H", "H", "H", "H", "H", "H", "H", "H", "H", "H", "H", "H", "H", "H", "H", "H", "H", "H", "H", "H", "H"], "coordinates": [[4.38, 3.22, 1.02], [3.97, 1.84, 0.96], [4.60, 0.78, 0.22], [5.75, 0.96, -0.64], [5.71, 0.61, -1.87], [6.74, 0.31, -2.54], [4.42, -0.08, -2.04], [4.04, -1.29, -2.60], [2.75, -1.71, -2.68], [1.63, -0.79, -2.40], [0.27, -1.22, -2.48], [-0.04, -2.36, -2.95], [-0.54, -0.54, -1.40], [-1.83, -0.70, -1.14], [-3.01, -1.54, -1.60], [-2.94, -2.86, -2.23], [-4.03, -1.12, -0.90], [-5.02, -1.82, -0.32], [-3.66, 0.21, -0.29], [-4.61, 0.90, 0.28], [-4.41, 1.93, 1.03], [-5.41, 2.78, 1.72], [-6.53, 3.05, 1.21], [-6.85, 2.06, -0.18], [-5.79, 1.16, -0.39], [-2.26, 0.23, -0.39], [-1.75, 1.27, -0.04], [2.03, 0.37, -2.42], [3.40, 0.92, -2.33], [4.05, -0.39, 0.76], [4.25, -1.50, 0.45], [3.05, -0.04, 1.36], [2.08, -0.94, 1.72], [2.10, -2.19, 1.98], [1.00, -2.99, 2.20], [-0.44, -2.44, 2.10], [-0.49, -1.15, 2.02], [0.55, -0.36, 1.78], [3.00, 1.44, 1.63], [2.53, 1.84, 2.94], [5.15, 3.52, 0.29], [3.54, 3.89, 0.85], [4.75, 3.42, 1.93], [6.57, 1.26, -0.29], [4.91, -2.08, -2.68], [2.50, -2.72, -2.64], [0.01, 0.18, -1.04], [-3.65, -2.98, -2.98], [-3.19, -3.71, -1.34], [-1.87, -3.21, -2.63], [-4.70, -2.67, 0.29], [-5.88, -1.13, -0.04], [-5.49, -2.69, -0.99], [-3.42, 1.85, 1.90], [-5.15, 3.36, 2.59], [-7.23, 3.75, 1.35], [-7.75, 2.22, -0.68], [-6.09, 0.61, -1.29], [1.18, 1.18, -2.28], [3.53, 2.16, -1.98], [2.98, -2.80, 2.31], [1.13, -4.13, 2.43], [-1.03, -3.16, 2.40], [-1.39, -0.63, 1.83], [0.46, 0.49, 1.44], [3.34, 2.06, 3.55], [1.97, 1.18, 3.38], [2.12, 2.92, 2.77]], "gap_ev": 7.24, "smiles": "Cc1c(NC(=O)c2ccc(C(=O)Nc3c(C)n(C)n(-c4ccccc4)c3=O)cc2)c(=O)n(-c2ccccc2)n1C", "energy_ev": -48675.0758, "e_lumo_ev": -0.1}

Record 2
{"formula": "C30H29AgAsBrN2OSSe2", "method": "ωB97M-V with the def2-TZVPD basis set", "species": ["Ag", "Se", "Se", "C", "C", "C", "C", "C", "N", "C", "C", "C", "C", "C", "N", "H", "H", "H", "H", "H", "H", "H", "H", "C", "S", "C", "H", "H", "H", "H", "H", "H", "Br", "O", "As", "C", "C", "C", "C", "C", "C", "C", "C", "C", "C", "C", "C", "C", "C", "C", "C", "C", "C", "H", "H", "H", "H", "H", "H", "H", "H", "H", "H", "H", "H", "H", "H", "H"], "coordinates": [[-0.18, -2.33, -0.81], [3.10, -1.74, 1.14], [2.11, -3.68, 1.89], [0.38, -3.06, 2.48], [0.05, -3.29, 3.80], [-1.21, -2.91, 4.24], [-2.07, -2.29, 3.36], [-1.65, -2.08, 2.06], [-0.45, -2.48, 1.62], [3.26, -2.12, -0.76], [4.44, -1.74, -1.37], [4.57, -1.99, -2.73], [3.54, -2.62, -3.40], [2.40, -2.97, -2.69], [2.26, -2.71, -1.39], [0.77, -3.76, 4.47], [-1.50, -3.08, 5.28], [-3.05, -1.96, 3.67], [-2.28, -1.60, 1.32], [5.24, -1.28, -0.80], [5.47, -1.70, -3.25], [3.61, -2.84, -4.46], [1.55, -3.46, -3.15], [-0.23, -1.95, -5.20], [-0.50, -0.81, -3.83], [-2.23, -1.21, -3.50], [-0.44, -2.96, -4.87], [0.82, -1.87, -5.49], [-0.86, -1.68, -6.05], [-2.87, -0.81, -4.29], [-2.47, -0.75, -2.54], [-2.33, -2.29, -3.41], [-0.95, -4.26, -2.22], [-1.19, -0.17, -0.48], [-0.76, 1.21, 0.33], [1.04, 1.72, -0.06], [1.68, 2.71, 0.68], [2.98, 3.07, 0.35], [3.62, 2.45, -0.72], [2.97, 1.47, -1.45], [1.68, 1.09, -1.12], [-1.96, 2.63, -0.15], [-1.91, 3.88, 0.48], [-2.81, 4.87, 0.10], [-3.75, 4.61, -0.89], [-3.80, 3.37, -1.51], [-2.90, 2.37, -1.14], [-0.88, 1.11, 2.25], [0.18, 0.58, 2.98], [0.06, 0.41, 4.35], [-1.12, 0.77, 4.99], [-2.18, 1.30, 4.26], [-2.06, 1.47, 2.89], [1.19, 3.20, 1.51], [3.49, 3.84, 0.92], [4.63, 2.74, -0.98], [3.47, 1.00, -2.29], [1.16, 0.33, -1.69], [-1.19, 4.07, 1.25], [-2.77, 5.84, 0.58], [-4.45, 5.39, -1.18], [-4.53, 3.17, -2.28], [-2.93, 1.40, -1.60], [1.09, 0.28, 2.47], [0.87, -0.02, 4.92], [-1.22, 0.64, 6.06], [-3.10, 1.59, 4.76], [-2.89, 1.88, 2.32]], "gap_ev": 7.17, "relative_energy_ev": 0.000, "energy_ev": -313017.4574, "e_lumo_ev": -0.1}

Record 3
{"formula": "C30H29BrN3O2PPd", "method": "ωB97M-V with the def2-TZVPD basis set", "species": ["Pd", "O", "C", "C", "C", "C", "N", "C", "C", "C", "C", "C", "C", "O", "C", "C", "N", "H", "H", "H", "H", "H", "H", "H", "H", "H", "H", "H", "H", "C", "P", "C", "C", "C", "C", "C", "C", "C", "C", "C", "C", "C", "C", "H", "H", "H", "H", "H", "H", "H", "H", "H", "H", "H", "H", "H", "Br", "C", "C", "C", "C", "N", "C", "H", "H", "H", "H"], "coordinates": [[-0.15, -0.61, -0.28], [-0.38, 1.76, 6.29], [-0.72, 0.41, 6.08], [-0.73, 0.14, 4.61], [-0.90, -1.15, 4.11], [-0.84, -1.34, 2.74], [-0.65, -0.34, 1.88], [-0.54, 0.91, 2.34], [-0.56, 1.18, 3.70], [-0.41, 1.99, 1.32], [-0.53, 3.33, 1.65], [-0.39, 4.30, 0.66], [-0.50, 5.76, 1.01], [-0.81, 5.89, 2.37], [-0.14, 3.89, -0.64], [-0.05, 2.53, -0.90], [-0.19, 1.62, 0.06], [-0.28, 1.93, 7.23], [-1.71, 0.18, 6.49], [0.00, -0.26, 6.56], [-1.06, -2.00, 4.77], [-0.94, -2.34, 2.32], [-0.43, 2.17, 4.09], [-0.75, 3.65, 2.66], [-1.28, 6.20, 0.37], [0.45, 6.24, 0.76], [-1.02, 6.80, 2.57], [-0.02, 4.60, -1.44], [0.13, 2.17, -1.90], [3.77, -0.23, -0.48], [2.10, -0.69, -1.01], [1.85, -0.01, -2.67], [0.62, -0.32, -3.27], [0.30, 0.19, -4.51], [1.21, 1.02, -5.17], [2.43, 1.32, -4.58], [2.75, 0.81, -3.33], [2.10, -2.49, -1.22], [2.78, -3.10, -2.27], [2.73, -4.48, -2.39], [2.00, -5.25, -1.49], [1.32, -4.64, -0.45], [1.37, -3.26, -0.31], [4.48, -0.66, -1.18], [3.95, -0.63, 0.52], [3.87, 0.86, -0.46], [-0.07, -1.01, -2.78], [-0.64, -0.05, -4.99], [0.97, 1.42, -6.14], [3.14, 1.95, -5.10], [3.70, 1.06, -2.87], [3.33, -2.51, -2.99], [3.28, -4.97, -3.19], [1.97, -6.32, -1.60], [0.76, -5.24, 0.25], [0.91, -2.77, 0.55], [-4.20, -4.80, -0.25], [-3.86, -2.97, -0.55], [-4.89, -2.08, -0.85], [-4.57, -0.75, -1.06], [-3.25, -0.35, -0.95], [-2.27, -1.21, -0.65], [-2.57, -2.50, -0.46], [-5.91, -2.43, -0.92], [-5.33, -0.03, -1.30], [-2.96, 0.68, -1.10], [-1.75, -3.18, -0.25]], "gap_ev": [6.57, 6.58], "relative_energy_ev": 2.528, "charge": 2, "energy_ev": -122943.3820, "e_lumo_ev": [-7.6, -7.6]}

Record 4
{"formula": "C30H29ClEuN5O7S", "method": "ωB97M-V with the def2-TZVPD basis set", "species": ["Eu", "C", "O", "C", "C", "C", "C", "C", "C", "N", "N", "C", "C", "O", "C", "C", "C", "C", "C", "C", "C", "C", "H", "H", "H", "H", "H", "H", "H", "H", "H", "H", "H", "H", "H", "O", "C", "C", "C", "C", "C", "C", "C", "C", "N", "H", "H", "H", "H", "H", "H", "H", "H", "H", "H", "H", "O", "Cl", "O", "O", "O", "C", "C", "C", "C", "N", "C", "S", "N", "H", "H", "H", "H", "H"], "coordinates": [[0.22, -0.84, -0.34], [0.09, -0.70, -4.04], [-0.67, -0.63, -2.84], [-2.03, -0.70, -3.00], [-2.62, -0.76, -4.26], [-4.00, -0.83, -4.39], [-4.80, -0.84, -3.26], [-4.22, -0.78, -2.01], [-2.83, -0.70, -1.84], [-2.22, -0.62, -0.58], [-3.14, -0.62, 0.38], [-2.91, -0.59, 1.70], [-1.63, -0.60, 2.34], [-0.51, -0.57, 1.67], [-1.58, -0.61, 3.77], [-2.70, -0.53, 4.54], [-3.99, -0.49, 3.95], [-5.16, -0.41, 4.74], [-6.40, -0.40, 4.17], [-6.52, -0.49, 2.77], [-5.40, -0.56, 1.98], [-4.10, -0.55, 2.54], [-0.16, 0.14, -4.69], [-0.10, -1.65, -4.55], [1.13, -0.64, -3.77], [-2.02, -0.74, -5.15], [-4.44, -0.88, -5.38], [-5.88, -0.90, -3.35], [-4.83, -0.80, -1.12], [-0.60, -0.64, 4.21], [-2.62, -0.52, 5.62], [-5.06, -0.34, 5.82], [-7.29, -0.34, 4.78], [-7.50, -0.50, 2.31], [-5.49, -0.63, 0.91], [-0.34, 1.58, -1.26], [0.70, 2.55, -1.44], [0.66, 3.62, -0.36], [0.48, 3.03, 1.04], [1.61, 2.17, 1.53], [2.54, 2.68, 2.43], [3.48, 1.83, 3.00], [3.44, 0.49, 2.67], [2.52, 0.07, 1.72], [1.63, 0.88, 1.15], [-1.18, 2.04, -1.31], [0.64, 3.00, -2.43], [1.63, 1.98, -1.39], [-0.19, 4.30, -0.55], [1.57, 4.22, -0.42], [-0.42, 2.43, 1.06], [0.36, 3.86, 1.75], [2.52, 3.73, 2.69], [4.20, 2.21, 3.71], [4.12, -0.22, 3.11], [2.50, -0.97, 1.42], [1.28, -2.74, 0.48], [0.19, -3.43, -0.18], [-1.02, -3.03, 0.47], [0.38, -4.82, -0.17], [0.14, -2.90, -1.53], [7.30, 0.24, -3.00], [6.33, -0.29, -1.98], [6.74, -0.93, -0.82], [5.73, -1.33, 0.04], [4.45, -1.16, -0.21], [4.13, -0.55, -1.37], [2.48, -0.36, -1.84], [5.04, -0.10, -2.25], [8.33, -0.03, -2.75], [7.21, 1.32, -3.06], [7.05, -0.16, -3.98], [7.78, -1.11, -0.60], [5.97, -1.82, 0.98]], "gap_ev": [4.92, 6.50], "spin_multiplicity": 8, "relative_energy_ev": 1.404, "charge": -1, "s2": 15.81, "energy_ev": -96046.4619, "e_lumo_ev": [2.4, 2.4]}

Record 5
{"formula": "C30H29F3N2O", "method": "ωB97M-V with the def2-TZVPD basis set", "species": ["F", "C", "F", "F", "C", "C", "C", "C", "O", "C", "C", "C", "C", "C", "C", "C", "C", "C", "N", "C", "C", "C", "C", "C", "C", "C", "C", "C", "C", "C", "N", "C", "C", "C", "C", "C", "H", "H", "H", "H", "H", "H", "H", "H", "H", "H", "H", "H", "H", "H", "H", "H", "H", "H", "H", "H", "H", "H", "H", "H", "H", "H", "H", "H", "H"], "coordinates": [[-4.13, 3.87, 5.02], [-2.98, 4.54, 4.68], [-3.40, 5.74, 4.17], [-2.34, 4.85, 5.85], [-2.09, 3.77, 3.72], [-1.33, 4.43, 2.76], [-0.68, 3.76, 1.72], [-0.53, 2.34, 1.79], [0.58, 1.80, 1.21], [0.48, 1.14, -0.27], [-0.82, 0.41, -0.34], [-0.94, -0.96, -0.09], [-2.15, -1.63, -0.38], [-3.20, -0.81, -0.77], [-3.15, 0.60, -0.86], [-1.93, 1.21, -0.67], [-4.48, 1.10, -1.26], [-5.37, -0.18, -1.25], [-4.44, -1.27, -1.03], [-4.85, -2.63, -0.84], [-3.65, -3.56, -1.02], [-2.34, -3.10, -0.36], [1.78, 0.40, -0.47], [1.87, -0.90, -1.02], [3.10, -1.53, -1.31], [4.24, -0.75, -1.10], [4.18, 0.60, -0.67], [2.95, 1.14, -0.29], [5.61, 1.09, -0.70], [6.50, -0.14, -1.05], [5.51, -1.18, -1.28], [5.86, -2.53, -1.66], [4.69, -3.49, -1.42], [3.33, -2.91, -1.85], [-1.43, 1.64, 2.67], [-2.08, 2.38, 3.68], [-1.27, 5.51, 2.78], [-0.13, 4.29, 0.92], [0.41, 1.92, -1.03], [-0.13, -1.50, 0.43], [-1.87, 2.31, -0.70], [-4.86, 1.85, -0.58], [-4.50, 1.54, -2.26], [-5.93, -0.32, -2.21], [-6.12, -0.15, -0.43], [-5.22, -2.73, 0.18], [-5.65, -2.85, -1.56], [-3.91, -4.56, -0.64], [-3.48, -3.66, -2.11], [-2.29, -3.45, 0.69], [-1.49, -3.57, -0.88], [0.96, -1.44, -1.31], [2.92, 2.18, 0.07], [5.92, 1.53, 0.26], [5.78, 1.86, -1.46], [7.15, -0.43, -0.22], [7.13, 0.02, -1.93], [6.72, -2.82, -1.04], [6.20, -2.57, -2.71], [4.90, -4.41, -1.97], [4.65, -3.75, -0.35], [3.28, -2.90, -2.96], [2.53, -3.57, -1.48], [-1.49, 0.53, 2.67], [-2.57, 1.87, 4.50]], "gap_ev": 7.72, "smiles": "FC(F)(F)c1ccc(OC(c2cc3c4c(c2)CCN4CCC3)c2cc3c4c(c2)CCN4CCC3)cc1", "energy_ev": -44760.5049, "e_lumo_ev": 0.7}

Record 6
{"formula": "C30H29F5N7O3SV", "method": "ωB97M-V with the def2-TZVPD basis set", "species": ["V", "C", "C", "N", "C", "S", "N", "N", "C", "C", "C", "C", "C", "C", "C", "N", "H", "H", "H", "H", "H", "H", "H", "H", "H", "H", "H", "H", "H", "C", "C", "O", "N", "C", "C", "C", "C", "C", "C", "N", "H", "H", "H", "H", "H", "H", "H", "H", "H", "H", "O", "C", "O", "C", "C", "C", "C", "C", "C", "C", "C", "C", "N", "H", "H", "H", "H", "H", "H", "F", "C", "F", "C", "F", "F", "F"], "coordinates": [[-0.11, -0.58, -0.05], [5.71, 1.22, 0.22], [4.68, 0.93, 1.30], [3.50, 1.74, 1.19], [2.37, 1.37, 0.51], [2.43, 0.03, -0.56], [1.30, 2.12, 0.75], [0.18, 1.65, 0.16], [-0.84, 2.47, 0.18], [-0.80, 3.82, 0.82], [-2.00, 1.98, -0.51], [-3.03, 2.82, -0.94], [-4.05, 2.30, -1.70], [-4.01, 0.94, -2.03], [-2.96, 0.18, -1.55], [-1.99, 0.65, -0.79], [6.59, 0.60, 0.34], [5.28, 1.02, -0.76], [6.02, 2.27, 0.25], [4.39, -0.13, 1.25], [5.11, 1.10, 2.29], [3.33, 2.44, 1.89], [-0.20, 3.75, 1.74], [-0.33, 4.56, 0.18], [-1.81, 4.15, 1.08], [-3.00, 3.87, -0.70], [-4.85, 2.93, -2.06], [-4.77, 0.48, -2.63], [-2.92, -0.87, -1.77], [1.37, -4.90, -1.92], [0.90, -3.58, -2.48], [1.57, -2.59, -2.47], [-0.36, -3.63, -3.04], [-1.21, -2.44, -3.02], [-0.53, -1.20, -3.52], [-0.32, -1.01, -4.88], [0.29, 0.15, -5.31], [0.66, 1.08, -4.36], [0.42, 0.81, -3.02], [-0.18, -0.30, -2.60], [2.32, -4.73, -1.42], [1.49, -5.64, -2.71], [0.66, -5.27, -1.19], [-0.89, -4.44, -2.75], [-1.55, -2.24, -2.01], [-2.09, -2.65, -3.64], [-0.63, -1.79, -5.58], [0.47, 0.32, -6.37], [1.15, 2.01, -4.64], [0.72, 1.51, -2.26], [2.41, -2.82, 2.03], [1.55, -2.06, 1.62], [0.94, -2.19, 0.50], [1.04, -0.90, 2.45], [1.65, -0.54, 3.68], [1.16, 0.48, 4.41], [-0.03, 1.07, 3.99], [-0.70, 2.07, 4.74], [-1.90, 2.56, 4.34], [-2.53, 2.04, 3.19], [-1.91, 1.10, 2.43], [-0.62, 0.61, 2.79], [-0.01, -0.28, 1.98], [2.51, -1.12, 3.98], [1.62, 0.79, 5.34], [-0.24, 2.44, 5.64], [-2.40, 3.32, 4.93], [-3.51, 2.39, 2.90], [-2.41, 0.65, 1.58], [-1.30, -3.42, -0.26], [-1.69, -2.24, 0.35], [-3.03, -2.10, -0.11], [-1.93, -2.66, 1.78], [-2.78, -3.72, 1.89], [-2.51, -1.68, 2.49], [-0.83, -3.03, 2.43]], "gap_ev": [5.11, 5.98], "spin_multiplicity": 2, "charge": -1, "s2": 0.87, "energy_ev": -98268.3245, "e_lumo_ev": [2.6, 2.6]}

Record 7
{"formula": "C30H29F6N6O3STi", "method": "ωB97M-V with the def2-TZVPD basis set", "species": ["Ti", "C", "N", "C", "C", "C", "C", "C", "C", "C", "C", "H", "H", "H", "H", "H", "H", "H", "H", "H", "H", "H", "H", "N", "C", "C", "C", "C", "C", "C", "S", "O", "O", "N", "C", "N", "C", "C", "C", "N", "H", "H", "H", "H", "H", "H", "H", "H", "H", "C", "C", "O", "C", "F", "F", "F", "C", "F", "F", "F", "H", "H", "H", "N", "C", "C", "C", "C", "C", "C", "C", "H", "H", "H", "H", "H"], "coordinates": [[-0.50, -0.91, -0.12], [-1.64, 0.08, 3.11], [-2.06, -0.73, 1.96], [-2.55, -2.01, 2.47], [-3.14, -0.01, 1.28], [-2.59, 1.14, 0.46], [-3.20, 2.38, 0.53], [-2.71, 3.44, -0.21], [-1.58, 3.26, -0.98], [-0.95, 2.03, -1.02], [-1.45, 0.91, -0.33], [-2.43, 0.10, 3.88], [-1.45, 1.10, 2.78], [-0.73, -0.33, 3.54], [-3.50, -1.88, 3.01], [-1.82, -2.44, 3.15], [-2.71, -2.70, 1.65], [-3.87, 0.37, 2.01], [-3.66, -0.70, 0.62], [-4.05, 2.52, 1.18], [-3.19, 4.41, -0.15], [-1.17, 4.09, -1.54], [-0.02, 1.96, -1.56], [2.45, 1.30, -6.89], [2.27, 0.63, -5.70], [3.15, -0.38, -5.31], [3.02, -0.98, -4.07], [1.99, -0.60, -3.23], [1.10, 0.39, -3.61], [1.24, 1.00, -4.83], [1.82, -1.35, -1.62], [0.62, -2.21, -1.62], [3.03, -2.06, -1.32], [1.46, -0.16, -0.59], [1.80, -0.64, 0.66], [0.86, -1.50, 1.16], [1.14, -2.10, 2.34], [2.29, -1.78, 3.03], [3.16, -0.88, 2.45], [2.93, -0.33, 1.24], [3.04, 0.87, -7.58], [1.69, 1.86, -7.23], [3.95, -0.68, -5.98], [3.70, -1.75, -3.74], [0.31, 0.66, -2.94], [0.55, 1.78, -5.13], [0.44, -2.87, 2.66], [2.52, -2.26, 3.97], [4.10, -0.61, 2.91], [-1.68, -4.02, -1.88], [-2.40, -2.72, -1.49], [-1.85, -2.04, -0.45], [-2.47, -1.73, -2.69], [-1.30, -1.08, -2.84], [-3.37, -0.75, -2.47], [-2.76, -2.28, -3.87], [-3.87, -3.12, -1.15], [-4.49, -3.72, -2.18], [-3.89, -4.00, -0.13], [-4.66, -2.11, -0.78], [-0.65, -3.78, -2.14], [-2.18, -4.51, -2.71], [-1.68, -4.68, -1.01], [0.43, 1.36, 1.54], [1.17, 1.86, 2.27], [2.00, 2.49, 3.21], [1.49, 2.78, 4.49], [2.27, 3.44, 5.40], [3.57, 3.81, 5.07], [4.08, 3.52, 3.81], [3.31, 2.86, 2.88], [0.47, 2.49, 4.73], [1.87, 3.68, 6.38], [4.17, 4.35, 5.79], [5.08, 3.83, 3.56], [3.69, 2.62, 1.90]], "gap_ev": [6.36, 7.78], "spin_multiplicity": 2, "relative_energy_ev": 2.748, "s2": 0.75, "energy_ev": -96920.3916, "e_lumo_ev": [-0.2, -0.3]}